A 2-piece molecular cluster, C22H52IN4OP overall in a non-equilibrium geometry, computed with wB97M-V/def2-TZVPD.

Each atom is followed by the atoms it is bonded to, with distances in Å.
Geometry (Å):
1 C -0.87385 0.30801 -0.91367  C2 1.562, H20 1.108, H21 1.122, H22 1.112
2 C -0.64277 0.04558 -2.43601  C1 1.562, C3 1.557, H23 1.109, H24 1.118
3 C 0.21748 -1.21486 -2.74437  C2 1.557, C4 1.582, H25 1.108, H26 1.114
4 C 1.43085 -1.38850 -1.74432  C3 1.582, O5 1.405, H27 1.114, H28 1.111
5 O 2.58522 -1.77411 -2.44686  C4 1.405, P6 1.785
6 P 4.00583 -1.91221 -1.37464  O5 1.785, N7 1.810, C8 1.951, N12 1.813, N16 1.777, H29 1.448
7 N 5.47416 -2.22777 -0.36364  P6 1.810, H30 1.019, H31 1.013
8 C 3.63716 -3.82639 -1.29769  P6 1.951, C9 1.570, H32 1.113, H33 1.111
9 C 3.83172 -4.45990 0.12605  C8 1.570, C10 1.596, I11 2.199, H34 1.105
10 C 2.63809 -5.49409 0.35340  C9 1.596, H35 1.114, H36 1.105, H37 1.109
11 I 5.64174 -5.70208 0.26215  C9 2.199
12 N 5.02868 -2.25557 -2.83104  P6 1.813, C13 1.269
13 C 5.39010 -1.24489 -3.50887  N12 1.269, C14 1.582, C15 1.574
14 C 4.49854 -0.51767 -4.59522  C13 1.582, H38 1.105, H39 1.111, H40 1.105
15 C 6.84091 -0.64399 -3.40574  C13 1.574, H41 1.110, H42 1.104, H43 1.116
16 N 4.26357 -0.15468 -1.42425  P6 1.777, C17 1.446, H44 1.013
17 C 4.59712 0.55759 -0.21141  N16 1.446, C18 1.594, H45 1.126, H46 1.108
18 C 3.46388 0.66514 0.90421  C17 1.594, C19 1.590, H47 1.103, H48 1.112
19 C 3.94256 -0.02126 2.25646  C18 1.590, H49 1.103, H50 1.109, H51 1.114
20 H -1.04943 -0.60130 -0.30542  C1 1.108
21 H -1.75618 0.97928 -0.73798  C1 1.122
22 H -0.00652 0.84705 -0.47367  C1 1.112
23 H -0.25239 0.98405 -2.87866  C2 1.109
24 H -1.65095 -0.10972 -2.89307  C2 1.118
25 H -0.38376 -2.14513 -2.78555  C3 1.108
26 H 0.63859 -1.07229 -3.76578  C3 1.114
27 H 1.61695 -0.37316 -1.32590  C4 1.114
28 H 1.11633 -2.13837 -0.98660  C4 1.111
29 H 3.14514 -1.82369 -0.21338  P6 1.448
30 H 5.29195 -2.03175 0.61993  N7 1.019
31 H 6.26298 -1.67861 -0.68267  N7 1.013
32 H 2.58454 -3.99895 -1.61660  C8 1.113
33 H 4.29631 -4.37677 -2.00322  C8 1.111
34 H 3.75816 -3.74386 0.96439  C9 1.105
35 H 2.93426 -6.41071 -0.20632  C10 1.114
36 H 1.68370 -5.12750 -0.06598  C10 1.105
37 H 2.58620 -5.79848 1.41906  C10 1.109
38 H 3.68222 -1.21438 -4.85946  C14 1.105
39 H 5.15704 -0.34483 -5.47268  C14 1.111
40 H 4.14127 0.41623 -4.12404  C14 1.105
41 H 7.46676 -0.98473 -4.25745  C15 1.110
42 H 7.33849 -0.92277 -2.46052  C15 1.104
43 H 6.76722 0.46906 -3.41931  C15 1.116
44 H 3.53521 0.30226 -1.96029  N16 1.013
45 H 4.74427 1.62941 -0.52197  C17 1.126
46 H 5.57623 0.30355 0.24153  C17 1.108
47 H 2.51904 0.18247 0.60136  C18 1.103
48 H 3.27452 1.73440 1.14319  C18 1.112
49 H 5.01230 -0.29113 2.24510  C19 1.103
50 H 3.68360 0.66985 3.08447  C19 1.109
51 H 3.31585 -0.93276 2.38719  C19 1.114
52 C -7.71539 4.36405 2.84837  C53 1.530, H62 1.089, H63 1.090, H64 1.091
53 C -6.88402 3.36256 3.65309  C52 1.530, C54 1.528, H65 1.092, H66 1.093
54 C -5.38328 3.41480 3.37238  C53 1.528, N55 1.528, H67 1.091, H68 1.090
55 N -4.86323 2.48720 2.27582  C54 1.528, C56 1.512, C60 1.518, C61 1.511
56 C -5.67746 2.62048 1.00881  N55 1.512, C57 1.518, H69 1.089, H70 1.090
57 C -5.23913 1.64840 -0.07219  C56 1.518, C58 1.522, H71 1.092, H72 1.093
58 C -5.29560 0.21481 0.43586  C57 1.522, C59 1.521, H73 1.090, H74 1.096
59 C -4.46644 0.06218 1.70125  C58 1.521, C60 1.520, H75 1.093, H76 1.092
60 C -4.87419 1.05441 2.77789  N55 1.518, C59 1.520, H77 1.090, H78 1.090
61 C -3.43736 2.92103 2.02453  N55 1.511, H79 1.088, H80 1.088, H81 1.086
62 H -7.81282 4.08995 1.79857  C52 1.089
63 H -8.72485 4.42034 3.25669  C52 1.090
64 H -7.28068 5.36410 2.89540  C52 1.091
65 H -7.29444 2.35680 3.54340  C53 1.092
66 H -7.01429 3.62742 4.70542  C53 1.093
67 H -4.83252 3.12775 4.26956  C54 1.091
68 H -5.08146 4.42707 3.10192  C54 1.090
69 H -6.70958 2.39105 1.26983  C56 1.089
70 H -5.60190 3.65650 0.67738  C56 1.090
71 H -5.90294 1.75426 -0.93223  C57 1.092
72 H -4.23450 1.88456 -0.43196  C57 1.093
73 H -4.93777 -0.46843 -0.33474  C58 1.090
74 H -6.33595 -0.05746 0.64581  C58 1.096
75 H -3.40504 0.17215 1.46300  C59 1.093
76 H -4.58573 -0.95072 2.09050  C59 1.092
77 H -4.19833 1.00364 3.63180  C60 1.090
78 H -5.88658 0.83771 3.11909  C60 1.090
79 H -2.89204 2.85193 2.96352  C61 1.088
80 H -3.45425 3.94868 1.66714  C61 1.088
81 H -2.97914 2.27772 1.27984  C61 1.086

Values from the calculation:
Kohn-Sham gap: 3.65 eV
HOMO level: -0.1739 hartree
net charge: 0
maximum force: 0.07168 hartree/bohr

List of Mulliken charges in e, atom by atom:
1 C -0.382
2 C -0.554
3 C -0.974
4 C 0.506
5 O -0.738
6 P 0.968
7 N -0.572
8 C -0.963
9 C -0.228
10 C -1.152
11 I -0.042
12 N -0.718
13 C 0.557
14 C -1.199
15 C -1.347
16 N -0.322
17 C -1.284
18 C 0.300
19 C -1.179
20 H 0.262
21 H -0.113
22 H 0.236
23 H 0.255
24 H 0.412
25 H 0.217
26 H 0.292
27 H -0.352
28 H 0.180
29 H 0.249
30 H 0.184
31 H 0.278
32 H 0.172
33 H 0.446
34 H 0.393
35 H 0.391
36 H 0.298
37 H 0.346
38 H 0.216
39 H 0.482
40 H 0.201
41 H 0.407
42 H 0.342
43 H 0.257
44 H 0.213
45 H 0.423
46 H 0.498
47 H -0.254
48 H 0.552
49 H 0.277
50 H 0.318
51 H 0.234
52 C -1.211
53 C -0.380
54 C -0.557
55 N 0.132
56 C -0.814
57 C -0.668
58 C -0.650
59 C -0.570
60 C -0.628
61 C -1.099
62 H 0.281
63 H 0.389
64 H 0.331
65 H 0.212
66 H 0.422
67 H 0.398
68 H 0.469
69 H 0.455
70 H 0.493
71 H 0.391
72 H 0.210
73 H 0.411
74 H 0.300
75 H 0.278
76 H 0.402
77 H 0.434
78 H 0.328
79 H 0.363
80 H 0.369
81 H 0.522

---

A 5-piece molecular cluster, C22H52N6O5 overall in a non-equilibrium geometry, computed with wB97M-V/def2-TZVPD.

Each atom is followed by the atoms it is bonded to, with distances in Å.
Geometry (Å):
1 N -2.25312 -5.47374 -0.95288  C2 1.312
2 C -1.53279 -4.62233 -1.64401  N1 1.312, C3 1.673
3 C -0.61840 -3.43738 -2.39036  C2 1.673, C4 1.639, H10 1.192, H11 1.176
4 C 0.29787 -2.77238 -1.20472  C3 1.639, C5 1.641, C7 1.639, H12 1.193
5 C -0.72318 -2.15823 -0.07670  C4 1.641, N6 1.317
6 N -1.22786 -1.59623 1.00178  C5 1.317
7 C 1.38987 -1.65867 -1.70761  C4 1.639, C8 1.672, H13 1.175, H14 1.175
8 C 2.49481 -1.50723 -0.46135  C7 1.672, O9 1.475, H15 1.172, H16 1.192
9 O 3.59123 -2.45947 -0.71880  C8 1.475, H17 1.003
10 H -1.39571 -2.67883 -2.88053  C3 1.192
11 H 0.07185 -3.87741 -3.23472  C3 1.176
12 H 0.92742 -3.66563 -0.72570  C4 1.193
13 H 2.02701 -1.97375 -2.64297  C7 1.175
14 H 0.92866 -0.58581 -1.83716  C7 1.175
15 H 2.83449 -0.39500 -0.31372  C8 1.172
16 H 1.99826 -1.83475 0.57139  C8 1.192
17 H 3.24343 -3.36130 -0.44929  O9 1.003
18 C -1.78902 -5.65950 2.83700  O19 1.419, H24 1.094, H25 1.091, H26 1.094
19 O -1.15221 -6.02418 4.05193  C18 1.419, C20 1.431
20 C -0.83593 -4.92187 4.90720  O19 1.431, C21 1.546, H27 1.097, H28 1.097
21 C -2.01331 -4.44355 5.78763  C20 1.546, C22 1.526, N23 1.471, H29 1.097
22 C -3.04083 -3.60815 5.02845  C21 1.526, H30 1.094, H31 1.097, H32 1.094
23 N -2.69820 -5.57433 6.43225  C21 1.471, H33 1.020, H34 1.024
24 H -1.42690 -4.70163 2.45105  C18 1.094
25 H -2.87064 -5.63316 2.97468  C18 1.091
26 H -1.57157 -6.43432 2.09627  C18 1.094
27 H -0.04367 -5.28523 5.57308  C20 1.097
28 H -0.40013 -4.09540 4.33210  C20 1.097
29 H -1.59557 -3.80297 6.57400  C21 1.097
30 H -3.67776 -4.21307 4.37717  C22 1.094
31 H -3.70568 -3.09186 5.73171  C22 1.097
32 H -2.55009 -2.84553 4.41583  C22 1.094
33 H -2.02372 -6.07847 7.00864  N23 1.020
34 H -2.93475 -6.24558 5.69564  N23 1.024
35 C 4.19526 3.13336 0.83722  O36 1.419, H41 1.094, H42 1.091, H43 1.094
36 O 3.33136 2.08474 1.24794  C35 1.419, C37 1.431
37 C 3.13763 1.99887 2.66275  O36 1.431, C38 1.546, H44 1.097, H45 1.097
38 C 2.06253 2.96247 3.21572  C37 1.546, C39 1.526, N40 1.471, H46 1.097
39 C 2.54160 4.40718 3.33128  C38 1.526, H47 1.094, H48 1.097, H49 1.094
40 N 0.83811 2.92811 2.40154  C38 1.471, H50 1.020, H51 1.024
41 H 5.00508 3.30675 1.55256  C35 1.094
42 H 3.62337 4.04802 0.67639  C35 1.091
43 H 4.63729 2.85007 -0.12231  C35 1.094
44 H 2.79855 0.97277 2.85057  C37 1.097
45 H 4.09120 2.11034 3.19377  C37 1.097
46 H 1.80981 2.62535 4.22850  C38 1.097
47 H 2.59967 4.91086 2.36241  C39 1.094
48 H 1.84823 4.98944 3.95042  C39 1.097
49 H 3.52797 4.45626 3.80285  C39 1.094
50 H 0.47397 1.97485 2.40024  N40 1.020
51 H 1.11688 3.08072 1.42783  N40 1.024
52 C -2.42655 -3.04407 -5.91904  O53 1.419, H58 1.094, H59 1.091, H60 1.094
53 O -3.15694 -3.58688 -4.82977  C52 1.419, C54 1.431
54 C -4.57476 -3.60489 -5.01964  O53 1.431, C55 1.546, H61 1.097, H62 1.097
55 C -5.09066 -4.81337 -5.83425  C54 1.546, C56 1.526, N57 1.471, H63 1.097
56 C -4.85353 -4.68073 -7.33632  C55 1.526, H64 1.094, H65 1.097, H66 1.094
57 N -4.49440 -6.07343 -5.36519  C55 1.471, H67 1.020, H68 1.024
58 H -2.96360 -2.22778 -6.41183  C52 1.094
59 H -2.18296 -3.83000 -6.63495  C52 1.091
60 H -1.48292 -2.65094 -5.53005  C52 1.094
61 H -5.00470 -3.66958 -4.01263  C54 1.097
62 H -4.92300 -2.65447 -5.44290  C54 1.097
63 H -6.17566 -4.87111 -5.68370  C55 1.097
64 H -3.80894 -4.84582 -7.61443  C56 1.094
65 H -5.44829 -5.42324 -7.88229  C56 1.097
66 H -5.15105 -3.69010 -7.69389  C56 1.094
67 H -4.73086 -6.19946 -4.38055  N57 1.020
68 H -3.47857 -5.94271 -5.35406  N57 1.024
69 C 1.44949 10.25804 0.14239  O70 1.419, H75 1.094, H76 1.091, H77 1.094
70 O 1.27542 9.09824 -0.65709  C69 1.419, C71 1.431
71 C 2.49119 8.54858 -1.17321  O70 1.431, C72 1.546, H78 1.097, H79 1.097
72 C 3.24199 7.62826 -0.18352  C71 1.546, C73 1.526, N74 1.471, H80 1.097
73 C 4.00207 8.39007 0.89905  C72 1.526, H81 1.094, H82 1.097, H83 1.094
74 N 2.33022 6.66850 0.45743  C72 1.471, H84 1.020, H85 1.024
75 H 2.27386 10.88483 -0.21136  C69 1.094
76 H 1.60307 9.97469 1.18434  C69 1.091
77 H 0.52634 10.84269 0.09425  C69 1.094
78 H 2.19506 7.94236 -2.03804  C71 1.097
79 H 3.14300 9.34124 -1.56121  C71 1.097
80 H 3.98415 7.06273 -0.76025  C72 1.097
81 H 3.34189 8.80092 1.66791  C73 1.094
82 H 4.70712 7.72287 1.40983  C73 1.097
83 H 4.57902 9.21351 0.46685  C73 1.094
84 H 1.88993 6.10227 -0.26840  N74 1.020
85 H 1.55117 7.20557 0.84955  N74 1.024

Values from the calculation:
Kohn-Sham gap: 9.02 eV
HOMO level: -0.3295 hartree
net charge: 0
relative energy (zero: lowest compared OMol25 entry of this formula, charge and spin): 510.5 kJ/mol
maximum force: 0.24311 hartree/bohr

List of Mulliken charges in e, atom by atom:
1 N -0.512
2 C 0.178
3 C -0.429
4 C 0.327
5 C 0.070
6 N -0.535
7 C -0.429
8 C -0.314
9 O -0.524
10 H 0.199
11 H 0.395
12 H 0.192
13 H 0.302
14 H 0.341
15 H 0.152
16 H 0.258
17 H 0.329
18 C -0.549
19 O -0.409
20 C -0.654
21 C 0.346
22 C -1.334
23 N -0.736
24 H 0.213
25 H 0.219
26 H 0.271
27 H 0.351
28 H 0.356
29 H 0.387
30 H 0.264
31 H 0.337
32 H 0.338
33 H 0.267
34 H 0.318
35 C -0.689
36 O -0.246
37 C -0.790
38 C 0.347
39 C -1.039
40 N -0.726
41 H 0.322
42 H 0.158
43 H 0.252
44 H 0.349
45 H 0.398
46 H 0.392
47 H -0.002
48 H 0.374
49 H 0.329
50 H 0.261
51 H 0.315
52 C -0.735
53 O -0.232
54 C -0.773
55 C 0.336
56 C -1.365
57 N -0.729
58 H 0.354
59 H 0.250
60 H 0.209
61 H 0.346
62 H 0.384
63 H 0.403
64 H 0.270
65 H 0.352
66 H 0.340
67 H 0.283
68 H 0.312
69 C -0.639
70 O -0.379
71 C -0.698
72 C 0.299
73 C -1.540
74 N -0.490
75 H 0.297
76 H 0.221
77 H 0.261
78 H 0.331
79 H 0.443
80 H 0.334
81 H 0.313
82 H 0.345
83 H 0.378
84 H 0.260
85 H 0.266

---

> Which formula does entry 2 have?

C22H52N6O5